A | Computed, not measured: a single C19H32N4O4 molecule, with ωB97M-V/def2-TZVPD.

Cartesian coordinates (Å):
H 4.1677 2.1785 -1.5008
H -2.0833 -3.0795 -0.7731
H 1.4122 2.8107 0.9093
C -3.7653 -1.8711 -0.1997
H -2.0050 -1.4021 -1.3363
H -7.3387 -1.1723 -2.2750
O 2.3078 -0.5537 2.1074
H 6.0575 -1.5531 1.5303
H 5.5346 0.0399 0.9676
H 3.2057 -2.7424 1.8434
H 4.6811 -0.7539 2.2994
H -7.1732 -0.4679 -0.6651
C 4.2585 -1.5877 0.3505
H 1.1447 2.5940 -1.6192
H -3.3313 -1.7353 0.7929
N -4.0793 0.7339 2.5927
C -6.7238 -1.1528 -1.3795
H 0.1899 0.7989 2.0991
H -5.0668 0.7833 2.7871
H 5.3214 -0.8590 -1.3807
H -3.0690 -2.5643 -2.1397
H 1.0807 0.4279 -0.6878
C 2.3187 -0.2544 0.9408
H 3.0109 2.0948 0.7292
N -1.9031 0.8544 2.8597
C -4.4279 0.4855 0.1570
H -4.5082 -2.6765 -0.1412
C 2.1136 2.7246 -1.1265
H 3.0075 0.9300 -1.9515
H -5.3606 0.3329 -2.1285
H -4.8666 -1.3381 -2.4773
H 4.2832 -2.2475 -1.7034
N -4.4471 -0.6488 -0.5654
C -1.0909 0.6060 0.5360
C 4.9693 -1.8078 -0.9846
H 5.8168 -2.4731 -0.8500
H 3.3621 4.3879 -0.5296
O -1.2776 0.4761 -0.6632
O 3.1626 -0.6915 0.0207
N 0.1275 0.7614 1.0907
H 4.5291 -3.6049 1.0481
C 2.0125 2.1437 0.2877
C -2.6606 -2.2542 -1.1815
H 3.1976 2.3646 -2.9622
C -3.0528 0.9072 3.4607
H 2.5146 4.6340 -2.0570
C -5.3141 -0.6827 -1.7299
C -2.1719 0.6411 1.5352
H 3.0052 -3.3366 0.1898
C 3.7118 -2.9056 0.8959
H 1.6349 4.7529 -0.5341
H -6.7083 -2.1519 -0.9485
O -5.1354 1.4492 -0.0914
C 5.1938 -0.9178 1.3555
H -3.1892 1.0607 4.5123
C 2.4248 4.2183 -1.0562
C -3.5385 0.5451 1.3518
C 1.3443 0.7472 0.3253
C 3.1860 2.0015 -1.9371

Summary:
Total charge: 0
E_HOMO (eV): -9.0324
Structure (SMILES): CCN(CC)C(=O)c1[nH]cnc1C(=O)N[C@@H](CC(C)C)C(=O)OC(C)(C)C

Want to see where the charge sits? The natural (NBO) charges in e are:
1 H 0.196
2 H 0.209
3 H 0.222
4 C -0.207
5 H 0.256
6 H 0.214
7 O -0.617
8 H 0.216
9 H 0.212
10 H 0.240
11 H 0.239
12 H 0.218
13 C 0.270
14 H 0.205
15 H 0.215
16 N -0.494
17 C -0.616
18 H 0.437
19 H 0.431
20 H 0.217
21 H 0.197
22 H 0.251
23 C 0.820
24 H 0.202
25 N -0.468
26 C 0.649
27 H 0.187
28 C -0.214
29 H 0.216
30 H 0.234
31 H 0.197
32 H 0.217
33 N -0.408
34 C 0.643
35 C -0.616
36 H 0.214
37 H 0.199
38 O -0.649
39 O -0.525
40 N -0.599
41 H 0.214
42 C -0.392
43 C -0.637
44 H 0.208
45 C 0.179
46 H 0.209
47 C -0.219
48 C 0.030
49 H 0.213
50 C -0.644
51 H 0.208
52 H 0.198
53 O -0.623
54 C -0.645
55 H 0.203
56 C -0.600
57 C 0.048
58 C -0.152
59 C -0.609

B | Computed, not measured: a single C19H32N4O4 molecule, with ωB97M-V/def2-TZVPD.

Cartesian coordinates (Å):
H 2.5446 -1.6464 -1.5103
H -4.5422 0.3620 -1.6424
H 7.4614 1.6411 0.5536
C -0.9349 -0.6927 -0.9228
H -1.3851 1.5303 3.6211
H -2.7192 -3.4253 -0.8606
H -3.4027 -0.1490 2.7415
H -0.8745 2.7853 2.4899
H 4.0437 1.6838 -0.9949
H -7.3740 0.5387 -0.4936
C 7.2104 0.6178 0.2663
C 2.9952 -1.4670 -0.5275
N -1.3037 -1.9390 -0.5675
C -0.4385 1.2428 -1.4517
H -3.0691 -1.8483 -1.6211
H 1.6481 2.1189 -0.2751
H -2.1145 1.6438 0.6527
H 7.2861 -0.0440 1.1351
N 3.9165 -0.3589 -0.6281
H -5.5501 -1.0198 -1.2109
H 9.1506 0.1491 -0.5199
C -5.3272 0.0208 -0.9677
H -0.3069 1.1300 2.2794
C 3.2926 0.8972 -0.9811
H -1.9041 -0.6302 1.9240
H 2.8512 0.8012 -1.9797
C -6.5833 0.8589 -1.1705
H 2.3394 -1.0097 1.4803
H 3.5572 -2.3478 -0.2138
O -0.1570 2.4067 -1.6371
O 5.6138 -1.5231 0.3094
H -0.8432 -2.3498 0.2353
C -4.8201 0.1328 0.4693
H -3.1263 -2.4212 1.3860
H -4.5478 -2.2967 0.3473
O 5.8470 0.6818 -0.1506
C -2.6839 -2.3403 -0.7292
C -2.3642 1.4442 1.6954
N -3.5163 -0.4836 0.6435
H -6.3761 1.9097 -0.9822
O -2.4600 0.2638 -2.6294
H -4.7173 1.1912 0.7085
C 2.1853 1.2217 0.0307
H 7.8554 -0.9016 -1.1091
C -1.1574 1.7396 2.5776
H -5.5646 -0.2992 1.1647
C 8.1164 0.1216 -0.8508
C 0.1386 0.1587 -0.6414
N 1.2510 0.1156 0.1235
C -3.5286 -1.9272 0.4910
H 8.0069 0.7491 -1.7321
H 1.1616 -1.9361 0.5215
H -6.9431 0.7590 -2.1912
H 2.6264 1.3786 1.0203
C -2.8045 -0.0178 1.8205
C 1.8922 -1.1299 0.4878
C -1.5377 0.2811 -1.8477
C 5.1662 -0.4831 -0.1148
H -3.1797 2.1109 1.9784

Summary:
Total charge: 0
E_HOMO (eV): -7.7545
Structure (SMILES): CCCN(CCC)CCNc1c(N2CCN(C(=O)OCC)CC2)c(=O)c1=O

Want to see where the charge sits? The natural (NBO) charges in e are:
1 H 0.196
2 H 0.238
3 H 0.187
4 C 0.190
5 H 0.201
6 H 0.195
7 H 0.167
8 H 0.216
9 H 0.244
10 H 0.196
11 C -0.068
12 C -0.234
13 N -0.598
14 C 0.429
15 H 0.239
16 H 0.256
17 H 0.210
18 H 0.200
19 N -0.453
20 H 0.185
21 H 0.216
22 C -0.417
23 H 0.199
24 C -0.230
25 H 0.180
26 H 0.199
27 C -0.600
28 H 0.208
29 H 0.252
30 O -0.575
31 O -0.664
32 H 0.381
33 C -0.207
34 H 0.181
35 H 0.201
36 O -0.527
37 C -0.226
38 C -0.410
39 N -0.467
40 H 0.202
41 O -0.570
42 H 0.200
43 C -0.238
44 H 0.224
45 C -0.603
46 H 0.157
47 C -0.636
48 C 0.079
49 N -0.405
50 C -0.228
51 H 0.209
52 H 0.197
53 H 0.213
54 H 0.197
55 C -0.201
56 C -0.214
57 C 0.427
58 C 0.896
59 H 0.200

Relative energies in hartree: A 0.0000; B 0.0959

A | Computed, not measured: a single C11H13N molecule, with ωB97M-V/def2-TZVPD.

Cartesian coordinates (Å):
C 0.5122 -0.4080 2.9728
C -1.3690 0.2531 -1.3238
C -0.2396 -0.6958 -1.7338
H 2.0022 -0.1497 -1.9217
N -2.4528 -0.5310 -0.6329
H 1.1686 2.2123 -0.4944
C 1.2103 -0.1773 0.1564
H -0.3385 -1.7245 -1.2916
H 2.3486 -1.8023 2.8738
H -1.3675 0.3444 2.3962
C 1.0733 0.1494 -1.3495
H -1.6361 0.9071 -2.1292
H 0.2732 -0.5373 3.9936
C -0.3671 0.1773 1.9552
H -3.0732 0.2052 -0.1997
C 1.6205 -1.1228 2.3981
H -2.9170 -1.1596 -1.2081
H 0.2821 2.1140 -2.1527
H -1.2736 2.0501 -0.1529
C -0.6582 1.2242 -0.4448
H 2.9093 -1.3455 0.6340
C 1.9396 -0.9468 1.0130
C 0.0518 0.3714 0.6674
H -0.2917 -0.9463 -2.7699
C 0.5924 1.5384 -1.2555

Summary:
Total charge: 0
E_HOMO (eV): -8.6563
Structure (SMILES): N[C@@H]1C[C@H]2C[C@@H]1c1ccccc12

Want to see where the charge sits? The natural (NBO) charges in e are:
1 C -0.213
2 C -0.058
3 C -0.411
4 H 0.228
5 N -0.835
6 H 0.228
7 C 0.064
8 H 0.228
9 H 0.215
10 H 0.214
11 C -0.261
12 H 0.170
13 H 0.213
14 C -0.190
15 H 0.357
16 C -0.213
17 H 0.363
18 H 0.218
19 H 0.216
20 C -0.231
21 H 0.203
22 C -0.261
23 C -0.049
24 H 0.209
25 C -0.402

B | Computed, not measured: a single C11H13N molecule, with ωB97M-V/def2-TZVPD.

Cartesian coordinates (Å):
C -1.6915 0.4050 -0.4067
C -2.3646 -0.8544 0.2672
H -0.3520 -0.8921 1.5036
C -0.4902 0.0311 -1.3217
C 1.3697 -1.6390 -0.8193
H 2.7452 -3.0783 -0.0381
N -1.4966 -0.9869 1.5585
C 2.6540 0.3277 0.7811
H -2.7587 4.0562 -0.8969
H -1.5400 -0.0485 2.1838
H -2.1876 -1.8073 -0.3920
C -2.3385 3.0388 -0.2178
H -3.6961 -0.9038 0.2908
H 1.0236 -2.1445 -1.6133
H -1.9701 3.7402 0.6502
H 3.9019 -1.4588 1.5416
H -0.1968 1.1196 -1.7027
C 1.5039 0.6686 0.0711
C 0.7162 -0.3223 -0.5801
H 3.4531 0.9665 1.0588
H -0.9758 -0.6391 -2.2069
C 3.0520 -1.1056 0.9245
H 1.2652 1.7682 -0.3244
C 2.4871 -1.9834 -0.0129
C -2.1134 1.7422 -0.2982

Summary:
Total charge: 0
E_HOMO (eV): -8.3610
Structure (SMILES): C=C=C(CN)Cc1ccccc1

Want to see where the charge sits? The natural (NBO) charges in e are:
1 C -0.062
2 C -0.247
3 H 0.394
4 C -0.465
5 C -0.201
6 H 0.219
7 N -0.872
8 C -0.209
9 H 0.240
10 H 0.358
11 H 0.207
12 C -0.495
13 H 0.232
14 H 0.203
15 H 0.218
16 H 0.224
17 H 0.236
18 C -0.242
19 C -0.012
20 H 0.219
21 H 0.247
22 C -0.222
23 H 0.228
24 C -0.222
25 C 0.027

Relative energies in hartree: A 0.0000; B 0.2058

A | Computed, not measured: 2 unconnected molecules or ions with the total composition C4H11N3, with ωB97M-V/def2-TZVPD.

Cartesian coordinates (Å):
N 1.4908 0.1484 0.5324
H -1.1796 0.3123 -1.9971
H -1.3302 -1.8578 0.1512
C -1.0893 -0.0058 -0.9530
H 0.9948 2.0729 1.1237
H -0.8603 -2.0785 -1.5339
C 2.3909 -0.8072 0.4017
N 3.1442 -1.6569 0.2183
H 2.0269 1.2390 2.2964
H -1.8820 0.6378 0.8134
N -1.8743 0.9247 -0.1597
H -2.8353 0.9486 -0.4823
H -2.5197 -1.6259 -1.1429
C -1.4730 -1.4852 -0.8607
H 0.0518 0.2116 -0.8535
H 2.7240 1.8077 0.7661
C 1.8303 1.3797 1.2265
H 0.3899 -0.1652 0.4534

Summary:
Total charge: 0
E_HOMO (eV): -9.3731
Structure (SMILES): CNC#N.CCN

Want to see where the charge sits? The natural (NBO) charges in e are:
1 N -0.686
2 H 0.204
3 H 0.197
4 C -0.271
5 H 0.216
6 H 0.222
7 C 0.409
8 N -0.393
9 H 0.190
10 H 0.345
11 N -0.838
12 H 0.363
13 H 0.211
14 C -0.634
15 H 0.216
16 H 0.210
17 C -0.398
18 H 0.436

B | Computed, not measured: 2 unconnected molecules or ions with the total composition C4H11N3, with ωB97M-V/def2-TZVPD.

Cartesian coordinates (Å):
N 0.7132 -1.7830 -1.9445
H -1.7193 1.2549 0.2167
H -2.6912 0.3691 1.3892
N 1.3348 0.4846 -1.5632
H 2.1965 0.2138 -1.1162
H -0.5400 -0.2117 -2.1305
N -1.2402 1.7594 2.1593
H 2.1091 -3.2692 -1.8418
H -3.0126 2.0927 1.0455
H 2.5679 -1.8820 -0.7911
H 2.7361 -1.8269 -2.5598
C -1.2278 1.1217 3.2503
C 0.4692 -0.5352 -1.8856
H 0.8919 1.2803 -1.1326
C 2.1042 -2.1805 -1.7402
H -1.7439 0.1645 3.3909
C -2.2351 1.3472 1.1727
H -0.7127 1.6003 4.0808

Summary:
Total charge: 0
E_HOMO (eV): -9.1582
Structure (SMILES): C/N=C\N.C=NC

Want to see where the charge sits? The natural (NBO) charges in e are:
1 N -0.483
2 H 0.192
3 H 0.172
4 N -0.830
5 H 0.383
6 H 0.165
7 N -0.390
8 H 0.210
9 H 0.212
10 H 0.173
11 H 0.191
12 C -0.062
13 C 0.272
14 H 0.389
15 C -0.470
16 H 0.143
17 C -0.443
18 H 0.176

Relative energies in hartree: A 0.0102; B 0.0000